A:
15
Properties=species:S:1:pos:R:3 method="wB97M-V/def2-TZVPD" gap_ev=6.18 lumo_energy_ev=3.98 total_charge=-1
C 1.64613 -1.53198 -2.25707
S 1.22225 0.01170 -1.37693
H 0.81342 -2.24594 -2.24477
H 1.96084 -1.42871 -3.30123
H 2.46440 -2.02600 -1.72591
C -2.54789 0.54060 2.09862
C -1.37432 0.66007 1.10653
N -0.10127 0.32846 1.70786
H -2.72392 -0.51901 2.26397
H -2.40412 1.18345 2.95573
H -3.46858 0.84692 1.59181
H -1.56523 -0.11172 0.35929
H -1.37506 1.57803 0.53713
H 0.22489 -0.57038 1.39844
H 0.64773 0.99327 1.64139

=====

B:
15
Properties=species:S:1:pos:R:3 method="wB97M-V/def2-TZVPD" gap_ev=6.36 lumo_energy_ev=4.14 total_charge=-1
C -1.98346 1.12249 0.96972
S -2.44601 0.17305 -0.54198
H -0.95822 1.48335 0.96563
H -2.66504 1.95046 1.14421
H -2.18531 0.41587 1.82380
C 1.83367 0.03243 0.07338
C 1.08491 -0.70196 -1.06189
N 0.01240 -1.44647 -0.37573
H 2.18836 -0.54621 0.91315
H 2.70836 0.57554 -0.27428
H 1.14347 0.80011 0.72321
H 0.66916 0.13319 -1.69091
H 1.75802 -1.23882 -1.72345
H -0.63887 -0.81778 0.13436
H -0.52143 -1.93525 -1.07922

=====

Stability comparison, relative energies in kcal/mol: A 0.0; B 10.4

=====

A:
22
Properties=species:S:1:pos:R:3 method="wB97M-V/def2-TZVPD" gap_ev=12.06 lumo_energy_ev=1.07 smiles=CC(C)C.CC
C 0.23200 3.26369 -1.63661
C 0.29847 1.75978 -1.71702
H 0.43788 3.61771 -0.61873
H 1.04262 3.76470 -2.18241
H -0.68902 3.71072 -1.99134
H 0.35848 1.46669 -2.77569
H 1.18607 1.27411 -1.31198
H -0.54224 1.21102 -1.31614
C 0.13456 -1.36728 0.79625
C 0.21344 -0.36180 1.93423
C 0.13544 -2.83329 1.30985
C -0.96059 -1.13554 -0.25173
H 1.07618 -1.35483 0.25768
H 0.15218 0.63329 1.48576
H -0.87662 -3.18506 1.48902
H 0.49306 -3.43555 0.47585
H 0.68451 -3.05940 2.22393
H -1.55135 -0.31074 0.18131
H -0.62291 -0.82437 -1.23125
H -1.73131 -1.91131 -0.23096
H 1.15170 -0.43419 2.48384
H -0.62259 -0.48836 2.62613

=====

B:
22
Properties=species:S:1:pos:R:3 method="wB97M-V/def2-TZVPD" gap_ev=11.92 lumo_energy_ev=0.99 smiles=CC(C)C.CC
C 0.40910 0.34834 1.37028
C 0.46454 1.82268 0.81959
C 1.73443 -0.13959 2.06883
C -0.81220 0.20959 2.29193
H 0.23979 -0.35080 0.50072
H 1.32040 2.09530 0.40272
H 0.36047 2.58788 1.63748
H 2.52835 0.49107 1.61737
H 1.53084 0.11426 3.09815
H 1.94786 -1.15277 1.79892
H -1.56941 0.94399 2.09565
H -1.25522 -0.70253 2.12523
H -0.39807 0.24900 3.32723
H -0.35990 1.99536 0.13311
C 0.02039 -1.29894 -2.97882
C -1.49239 -0.77777 -2.93810
H 0.40684 -1.04904 -3.89698
H 0.63809 -0.94847 -2.07052
H 0.03576 -2.46879 -2.87271
H -2.25594 -0.94946 -3.64745
H -2.09514 -1.20492 -2.00569
H -1.39859 0.18561 -2.87692

=====

Stability comparison, relative energies in kcal/mol: A 0.0; B 31.2

=====

A:
22
Properties=species:S:1:pos:R:3 method="wB97M-V/def2-TZVPD" gap_ev=11.98 lumo_energy_ev=1.09 smiles=CC(C)C.CC
C 0.92298 1.29829 -0.27285
C 1.81239 2.52347 -0.01819
C 0.01682 0.93602 0.93004
C 0.11530 1.32104 -1.58163
H 1.54172 0.40742 -0.35132
H 2.21553 2.57709 0.99127
H 1.20731 3.42427 -0.14349
H -0.54456 1.87108 1.10779
H -0.48435 -0.00354 0.70933
H 0.70031 0.86778 1.78443
H -0.65720 2.08944 -1.63827
H 0.78627 1.25854 -2.43772
H -0.50943 0.41373 -1.55550
H 2.70524 2.41579 -0.64290
C -1.27241 -2.39113 1.15580
C -1.21278 -2.85986 -0.30107
H -0.26293 -2.17657 1.49468
H -2.02096 -1.61986 1.30106
H -1.53894 -3.28596 1.72606
H -2.17024 -3.08708 -0.77415
H -0.65760 -3.78830 -0.47888
H -0.69247 -2.19166 -1.00447

=====

B:
22
Properties=species:S:1:pos:R:3 method="wB97M-V/def2-TZVPD" gap_ev=12.33 lumo_energy_ev=1.04 smiles=CCC.CCC
C 2.64234 -2.60951 0.60636
C 1.28470 -1.95171 0.99318
C 0.11497 -2.91229 0.90093
H 3.42175 -1.91671 0.85930
H 2.81702 -3.48899 1.22817
H 2.62724 -2.88391 -0.44664
H 1.43561 -1.67519 2.03316
H 1.25230 -1.01789 0.43429
H -0.57449 -2.83589 1.74041
H 0.49001 -3.93679 0.88436
H -0.50983 -2.76761 0.04856
C -1.45665 2.89512 -2.09381
C -1.74898 2.12564 -0.79763
C -0.89966 2.50541 0.41211
H -0.63246 2.45647 -2.65667
H -2.35341 2.91861 -2.70583
H -1.18483 3.93682 -1.90194
H -2.80514 2.27524 -0.54743
H -1.69666 1.06676 -1.07212
H -0.83517 1.71202 1.16003
H -1.36960 3.34423 0.92195
H 0.11130 2.67432 0.06873

=====

C:
22
Properties=species:S:1:pos:R:3 method="wB97M-V/def2-TZVPD" gap_ev=11.92 lumo_energy_ev=1.08 smiles=CCC.CCC
C 0.24904 2.32950 -0.20395
C 1.12675 2.36330 1.09657
C 1.02183 1.43554 -1.21090
H 0.22422 3.29219 -0.74390
H -0.80409 2.13397 -0.05328
H 1.25458 1.34098 1.44951
H 2.06238 2.73191 0.69583
H 1.12095 0.35207 -1.09320
H 0.69753 3.01298 1.86062
H 2.10461 1.58194 -1.30977
H 0.35179 1.57629 -2.07065
C -1.23055 -1.72034 -0.20348
C -1.60092 -1.81597 1.27808
C 0.03409 -2.51492 -0.60461
H -2.06313 -2.06028 -0.82772
H -0.90253 -0.73239 -0.54414
H -0.74079 -1.66588 1.94295
H -2.02026 -2.80854 1.43566
H 0.74896 -2.68793 0.20025
H -0.12412 -3.28344 -1.37886
H -2.18493 -0.93233 1.55514
H 0.67458 -1.92862 -1.27015

=====

D:
22
Properties=species:S:1:pos:R:3 method="wB97M-V/def2-TZVPD" gap_ev=12.52 lumo_energy_ev=1.16 smiles=CCC.CCC
C 0.33856 0.19822 -2.63207
C 1.68919 -0.11942 -2.01567
C -0.55406 1.08205 -1.74227
H 0.46244 0.71440 -3.59025
H -0.18702 -0.73133 -2.85477
H 2.19342 0.76049 -1.60060
H -1.00144 0.48924 -0.93290
H 0.07725 1.77393 -1.19212
H 2.34105 -0.60729 -2.73922
H 1.59540 -0.80201 -1.17511
H -1.29561 1.57602 -2.35352
C -1.03452 -0.74525 1.92790
C -1.01353 0.78179 1.99835
C 0.36408 -1.30554 2.24150
H -1.70252 -1.13804 2.69136
H -1.28990 -1.12546 0.93922
H -1.12835 1.06316 3.04117
H 1.10115 -0.93764 1.51502
H 0.67886 -0.89327 3.19133
H -1.89901 1.17767 1.50891
H -0.11524 1.17809 1.52620
H 0.37983 -2.38981 2.24754

=====

Stability comparison, relative energies in kcal/mol: A 8.9; B 5.1; C 28.2; D 0.0

=====

A:
22
Properties=species:S:1:pos:R:3 method="wB97M-V/def2-TZVPD" gap_ev=12.35 lumo_energy_ev=1.16 smiles=CCC.CCC
C 0.84324 0.16918 -1.86716
C 0.22672 1.29983 -2.71077
C -0.20850 -0.90180 -1.59404
H 1.19392 0.61712 -0.94193
H 1.61484 -0.26918 -2.50207
H -0.74450 1.07401 -3.15824
H -0.05856 2.12022 -2.03679
H -1.13577 -0.48006 -1.22204
H 0.88581 1.74568 -3.44959
H 0.00710 -1.76758 -0.94820
H -0.30380 -1.56592 -2.46192
C -0.39910 0.39131 1.99722
C -1.30910 -0.82415 1.94278
C 1.09100 0.01995 2.22932
H -0.71459 0.99256 2.85026
H -0.53343 0.99372 1.09608
H -1.13710 -1.64459 1.24316
H -1.27396 -1.37181 2.89417
H 1.42598 -0.66184 1.45632
H -2.34775 -0.49987 1.84210
H 1.22735 -0.38485 3.22846
H 1.65022 0.94807 2.11289

=====

B:
22
Properties=species:S:1:pos:R:3 method="wB97M-V/def2-TZVPD" gap_ev=12.52 lumo_energy_ev=1.15 smiles=CCC.CCC
C 2.29921 -0.88409 -1.33968
C 1.03303 -0.18847 -1.88197
C 2.31528 -0.95764 0.18378
H 2.30882 -1.87721 -1.79215
H 3.15560 -0.32583 -1.71778
H 1.11480 0.89322 -1.74531
H 1.77693 -1.81819 0.57468
H 0.13056 -0.53885 -1.38678
H 0.87676 -0.29284 -2.95751
H 3.34872 -1.08438 0.48769
H 1.87960 -0.05772 0.60823
C -1.38220 1.03153 1.17493
C -2.06477 -0.06351 2.05000
C -1.96093 1.06212 -0.24221
H -1.49276 1.97861 1.70434
H -0.30736 0.84918 1.08269
H -2.05736 -1.08114 1.68488
H -3.01321 1.34636 -0.28011
H -1.36436 1.60289 -0.96972
H -3.03609 0.39783 2.24106
H -1.55727 0.01491 3.01076
H -2.00301 -0.00676 -0.48982

=====

C:
22
Properties=species:S:1:pos:R:3 method="wB97M-V/def2-TZVPD" gap_ev=11.51 lumo_energy_ev=1.08 smiles=CC(C)C.CC
C -1.71489 -0.57237 -0.71998
C -2.71915 -0.81531 -1.84869
C -0.68917 -1.63458 -0.49358
C -1.08063 0.84095 -0.97915
H -2.26461 -0.26061 0.30975
H -2.86020 -1.83036 -1.95878
H -2.61870 -0.41808 -2.78980
H -0.08179 -1.79497 -1.29524
H -0.12274 -1.16461 0.38561
H -1.12234 -2.54132 -0.33016
H -0.18929 0.60960 -1.46986
H -1.72039 1.44019 -1.61993
H -0.64031 1.37763 -0.16374
H -3.69876 -0.53158 -1.48818
C 2.34705 1.66806 1.85240
C 2.96250 0.13993 1.74739
H 1.83095 1.72687 2.77951
H 3.16228 2.37635 1.65873
H 1.77863 1.81063 1.02225
H 3.73235 0.22040 1.04340
H 2.32084 -0.62637 1.59555
H 3.38838 -0.02047 2.76252

=====

Stability comparison, relative energies in kcal/mol: A 5.2; B 0.0; C 38.8

=====

A:
7
Properties=species:S:1:pos:R:3 method="wB97M-V/def2-TZVPD" gap_ev=8.08 lumo_energy_ev=-1.70
C 0.36927 0.15724 0.91801
C 0.86915 -1.02223 0.97596
C -0.22460 1.12318 0.21663
N 0.30433 -2.06975 -0.60905
N -0.35655 -1.59596 -1.36561
H -1.31376 1.42411 0.22584
H 0.35216 1.98341 -0.36177

=====

B:
7
Properties=species:S:1:pos:R:3 method="wB97M-V/def2-TZVPD" gap_ev=11.43 lumo_energy_ev=-0.67
C 0.58367 1.56312 0.02199
C -1.79684 0.78986 0.05241
C 0.04010 0.18465 -0.04425
N 0.98099 2.64426 0.02846
N -2.92999 1.00785 -0.03379
H 0.00118 -0.23505 -1.05692
H -0.03075 -0.51889 0.80963

=====

C:
7
Properties=species:S:1:pos:R:3 method="wB97M-V/def2-TZVPD" gap_ev="8.56 / 8.56" lumo_energy_ev="-1.28 / -1.28"
C 0.32325 0.13700 0.44420
C 1.14607 0.08005 -0.47518
C -0.42884 0.39230 1.50876
N 0.12338 -1.22647 -3.12571
N 0.13931 -0.70899 -2.15605
H -1.05462 1.32677 1.41261
H -0.24855 -0.00065 2.39138

=====

Stability comparison, relative energies in kcal/mol: A 60.3; B 0.0; C 48.1

=====

A:
7
Properties=species:S:1:pos:R:3 method="wB97M-V/def2-TZVPD" gap_ev=8.67 lumo_energy_ev=0.46
C -1.37674 -0.56238 0.23907
C 1.48148 0.88042 0.16061
C -0.07436 -0.76868 -0.27138
N 1.03085 -0.20603 -0.04720
N -1.01763 0.61902 -0.00210
H -2.07159 -1.33297 0.53986
H 2.02799 1.37062 -0.61886

=====

B:
7
Properties=species:S:1:pos:R:3 method="wB97M-V/def2-TZVPD" gap_ev="7.44 / 6.54" lumo_energy_ev="-1.91 / -2.58"
C -1.49069 -0.05287 0.06133
C 1.09435 -0.63732 -0.07392
C 0.79043 0.64208 -0.00319
N -2.52491 -0.60637 -0.08622
N -0.57745 0.85127 0.05473
H 1.31194 -1.62711 0.25335
H 1.39632 1.43032 -0.20607

=====

Stability comparison, relative energies in kcal/mol: A 38.8; B 0.0